61
Properties=species:S:1:pos:R:3:forces:R:3 method="wB97M-V/def2-TZVPD" homo_energy_ha=-0.3123 total_energy_ev=-38488.818 spin_multiplicity=1 smiles="C=C(C)C(=O)Nc1cccc(C2=NO[C@]3(C2)C[C@@H](C(N)=O)N(C(=O)CCCCC)C3)c1"
C -9.791742 -0.650485 -0.216565 0.249 0.056 0.099
C -8.534577 -0.569175 -0.640747 -0.405 -0.097 -0.138
C -8.148289 -0.853343 -2.062274 -0.111 -0.003 0.050
H -9.031430 -1.136668 -2.629857 0.022 -0.011 -0.067
H -7.434188 -1.675416 -2.120203 0.073 -0.037 -0.081
H -7.714133 0.027326 -2.536930 0.068 0.017 -0.096
C -7.496492 -0.178747 0.366327 -0.077 0.016 0.129
O -7.779245 0.027318 1.529461 0.066 0.043 0.132
N -6.229626 -0.079037 -0.136533 -0.063 -0.117 -0.502
C -5.047281 0.260722 0.521356 0.406 0.120 0.260
C -3.879462 0.275591 -0.232560 0.022 0.049 0.208
C -2.657441 0.603715 0.349424 -0.721 -0.040 0.288
C -2.611136 0.922865 1.706674 0.112 -0.040 -0.246
C -3.775564 0.907139 2.452153 -0.006 -0.022 -0.064
C -4.990389 0.579329 1.877823 -0.146 0.012 0.136
H -5.892678 0.568644 2.465108 -0.009 -0.001 0.002
H -3.740219 1.155715 3.502195 -0.011 0.019 0.084
H -1.675075 1.187242 2.172839 0.127 0.029 0.038
C -1.458531 0.607723 -0.464754 1.004 0.011 -0.410
N -1.475309 0.357985 -1.716176 -0.884 -0.009 0.355
O -0.225521 0.420847 -2.253240 0.637 -0.049 -0.219
C 0.744060 0.780489 -1.247135 0.236 0.165 0.235
C 1.476458 2.068033 -1.647638 -0.056 -0.117 0.106
C 2.846051 1.929988 -0.998143 0.012 0.512 0.000
N 3.078158 0.486294 -0.940279 -0.137 0.268 0.103
C 4.325992 -0.011586 -0.852960 0.022 -0.334 -0.105
O 5.291809 0.731340 -0.709519 0.349 0.065 -0.120
C 4.478732 -1.513694 -0.899085 0.016 -0.036 0.090
C 4.235357 -2.146535 0.478903 0.038 0.138 0.104
C 5.266301 -1.742680 1.534625 -0.047 -0.250 -0.038
C 6.687622 -2.245786 1.234317 0.006 0.230 0.085
C 7.633205 -1.117847 0.834224 0.013 -0.236 -0.054
H 7.214762 -0.529665 0.022040 0.007 0.088 -0.062
H 8.594133 -1.518316 0.518245 0.143 0.030 -0.007
H 7.802815 -0.452283 1.678116 0.027 0.114 0.064
H 6.650962 -2.990804 0.436663 0.004 -0.103 -0.005
H 7.093198 -2.745567 2.116504 -0.017 -0.087 -0.061
H 4.929072 -2.143021 2.493214 -0.028 0.080 0.007
H 5.280398 -0.655415 1.623039 -0.027 0.077 0.104
H 4.248929 -3.233099 0.364174 -0.061 0.002 0.010
H 3.242460 -1.866619 0.839554 -0.064 -0.082 -0.032
H 5.500119 -1.727015 -1.214621 -0.043 0.059 -0.093
H 3.790717 -1.944348 -1.627183 0.032 -0.020 -0.044
C 1.873012 -0.262146 -1.227718 -0.415 -0.471 -0.280
H 1.693932 -1.042242 -0.484770 -0.030 0.023 -0.082
H 1.925520 -0.727478 -2.220151 -0.037 0.017 0.110
H 3.646527 2.394561 -1.585588 -0.114 -0.075 0.066
C 2.881291 2.562145 0.413487 0.225 -0.142 -0.432
O 1.904257 3.049909 0.941751 -0.390 0.207 0.177
N 4.098961 2.529743 0.965558 0.522 0.066 0.360
H 4.231354 2.907258 1.889656 -0.105 -0.008 -0.039
H 4.862463 2.067641 0.478823 -0.122 0.056 0.050
H 0.958730 2.959008 -1.297792 0.007 -0.022 -0.043
H 1.556063 2.099280 -2.734504 0.056 -0.042 0.001
C -0.068279 0.884198 0.051492 -0.142 -0.005 -0.191
H 0.019090 1.870608 0.506707 0.003 -0.089 0.024
H 0.227739 0.138098 0.791474 0.006 0.023 0.054
H -3.894483 0.033741 -1.284807 -0.062 -0.045 -0.138
H -6.105585 -0.271512 -1.119794 -0.131 0.014 0.169
H -10.604751 -0.924779 -0.866678 -0.069 -0.063 -0.226
H -10.028837 -0.439215 0.812276 0.016 0.045 0.177